Record 1
Molecular formula: C55H75BN13O3SSiTi
Method: DFT, ωB97M-V/def2-TZVPD

Structure (ORCA input):
```
! wB97M-V def2-TZVPD RIJCOSX def2/J DEFGRID3
* xyz -1 3
Ti -0.522 0.218 0.581
C 2.381 6.326 -2.080
C 1.610 5.855 -0.844
C 2.539 5.069 0.079
C 0.335 5.132 -1.214
C -0.532 5.481 -2.274
C -1.655 4.724 -2.062
N -1.468 3.965 -0.958
N -0.236 4.201 -0.450
B -2.701 3.420 -0.145
N -3.126 1.964 -0.461
C -4.368 1.827 -0.967
C -4.623 0.507 -1.186
C -3.459 -0.153 -0.779
N -2.531 0.718 -0.332
C -3.330 -1.648 -0.868
C -4.490 -2.328 -0.134
C -3.291 -2.112 -2.331
N -2.622 3.642 1.377
C -2.899 4.835 1.938
C -2.902 4.673 3.299
C -2.620 3.306 3.502
N -2.434 2.697 2.327
C -2.630 2.685 4.882
C -4.038 2.165 5.202
C -1.595 1.599 5.150
H 3.211 6.967 -1.776
H 1.752 6.895 -2.767
H 2.795 5.468 -2.612
H 1.291 6.753 -0.300
H 2.675 4.047 -0.269
H 2.135 5.014 1.086
H 3.513 5.565 0.127
H -0.373 6.199 -3.064
H -2.580 4.678 -2.618
H -3.617 4.107 -0.525
H -4.996 2.688 -1.125
H -5.521 0.072 -1.594
H -2.407 -1.940 -0.396
H -5.447 -2.067 -0.595
H -4.506 -2.020 0.910
H -4.378 -3.415 -0.177
H -4.158 -1.736 -2.882
H -3.300 -3.203 -2.376
H -2.382 -1.760 -2.821
H -3.077 5.710 1.332
H -3.090 5.420 4.056
H -2.418 3.512 5.567
H -4.290 1.332 4.544
H -4.785 2.952 5.071
H -4.085 1.813 6.237
H -1.638 1.309 6.205
H -0.599 1.961 4.949
H -1.770 0.717 4.539
C 3.729 -2.346 3.941
Si 3.852 -0.494 4.215
C 5.591 0.068 3.716
C 3.673 -0.200 6.080
C 2.652 0.690 3.381
C 2.670 2.001 3.828
C 1.813 2.934 3.262
C 0.956 2.528 2.261
N 0.864 1.269 1.809
C 1.721 0.355 2.359
S 1.550 -1.211 1.720
H 4.422 -2.879 4.604
H 3.962 -2.602 2.907
H 2.715 -2.700 4.130
H 6.365 -0.461 4.281
H 5.719 1.141 3.890
H 5.762 -0.116 2.651
H 4.331 -0.864 6.650
H 2.645 -0.384 6.405
H 3.926 0.829 6.353
H 3.354 2.300 4.619
H 1.809 3.969 3.581
H 0.361 3.268 1.761
C 0.935 -6.366 -3.969
O 0.666 -5.644 -2.788
C -0.526 -5.877 -2.165
C -1.297 -7.005 -2.358
C -2.503 -7.149 -1.675
C -2.920 -6.151 -0.815
C -2.151 -5.009 -0.626
C -0.943 -4.853 -1.296
N -0.132 -3.719 -1.244
C -0.291 -2.608 -0.426
N -0.588 -2.994 0.829
C -1.487 -2.409 1.745
C -1.741 -1.042 1.747
C -2.860 -0.668 2.525
C -3.575 -1.558 3.305
C -3.193 -2.898 3.381
C -2.148 -3.320 2.584
O -1.703 -4.627 2.513
C -2.302 -5.558 3.381
N -0.152 -1.347 -0.835
C 0.349 -1.248 -2.171
C 1.485 -1.962 -2.555
C 1.813 -2.182 -3.886
C 0.978 -1.714 -4.881
C -0.087 -0.890 -4.535
C -0.346 -0.587 -3.207
O -1.262 0.318 -2.823
C -2.110 0.867 -3.811
H 1.827 -5.919 -4.399
H 0.110 -6.285 -4.683
H 1.126 -7.425 -3.771
H -0.966 -7.787 -3.029
H -3.110 -8.029 -1.840
H -3.861 -6.247 -0.288
H -2.500 -4.222 0.029
H 0.462 -3.620 -2.044
H -0.462 -3.983 0.979
H -3.165 0.371 2.513
H -4.435 -1.224 3.877
H -3.732 -3.581 4.023
H -1.745 -6.486 3.267
H -3.350 -5.735 3.120
H -2.243 -5.231 4.422
H 2.127 -2.325 -1.760
H 2.709 -2.739 -4.138
H 1.160 -1.945 -5.923
H -0.709 -0.490 -5.325
H -1.547 1.313 -4.636
H -2.687 1.644 -3.319
H -2.788 0.109 -4.214
C 2.872 1.970 -5.032
C 1.914 2.600 -4.040
N 1.896 1.808 -2.831
C 2.966 1.108 -2.328
N 2.868 0.606 -1.147
C 3.991 -0.137 -0.597
C 4.978 -0.647 -1.640
C 5.299 0.496 -2.581
N 4.069 0.976 -3.173
C 4.213 1.813 -4.348
H 2.960 2.584 -5.930
H 2.504 0.984 -5.302
H 0.902 2.637 -4.448
H 2.216 3.633 -3.847
H 1.197 2.006 -2.131
H 3.578 -0.957 -0.011
H 4.519 0.517 0.113
H 4.527 -1.454 -2.222
H 5.887 -1.021 -1.164
H 5.959 0.179 -3.391
H 5.812 1.298 -2.027
H 4.930 1.331 -5.019
H 4.623 2.803 -4.093
*
```

Computed properties:
**Gap between HOMO and LUMO (spin up / spin down)**: 4.5628 / 6.2744 eV
**LUMO (spin up / spin down)**: 2.2 / 2.2 eV
**E_HOMO (spin up / spin down)**: -2.382 / -4.094 eV
**Relative energy (zero: lowest compared OMol25 entry of this formula, charge and spin)**: 1.395 eV
**DFT total energy**: -126275.9166 eV
**Largest force on an atom**: 1.8 eV/Å

***

Record 2
Molecular formula: C55H75F5O35
Method: DFT, ωB97M-V/def2-TZVPD

Structure (ORCA input):
```
! wB97M-V def2-TZVPD RIJCOSX def2/J DEFGRID3
* xyz 0 1
O -25.797 -11.782 -2.597
C -25.430 -11.132 -3.550
O -25.425 -11.642 -4.814
C -25.158 -10.631 -5.811
C -25.439 -9.361 -5.053
C -25.110 -9.670 -3.603
H -25.777 -10.736 -6.719
H -24.147 -10.782 -6.099
H -26.461 -9.019 -5.124
H -24.940 -8.425 -5.383
H -25.798 -9.177 -2.959
H -24.103 -9.514 -3.466
O -18.336 -13.402 -2.403
C -18.779 -12.302 -2.581
O -19.636 -11.726 -1.712
C -19.712 -10.306 -1.995
C -19.539 -10.256 -3.523
C -18.564 -11.394 -3.812
H -18.949 -9.699 -1.484
H -20.728 -9.985 -1.619
H -19.196 -9.215 -3.822
H -20.475 -10.434 -4.066
H -17.507 -11.143 -3.842
H -18.847 -11.983 -4.675
O -22.368 -4.347 0.152
C -21.679 -5.062 0.861
O -21.636 -4.903 2.206
C -20.811 -5.900 2.782
C -19.882 -6.384 1.631
C -20.705 -6.115 0.365
H -21.488 -6.644 3.229
H -20.212 -5.460 3.537
H -19.703 -7.447 1.764
H -19.009 -5.765 1.725
H -21.347 -6.937 0.072
H -20.108 -5.729 -0.370
O -25.268 -15.066 -8.703
C -25.882 -14.980 -7.709
O -25.667 -15.784 -6.646
C -26.393 -15.333 -5.502
C -27.549 -14.526 -6.054
C -26.894 -13.892 -7.250
H -25.842 -14.644 -4.903
H -26.676 -16.165 -4.810
H -27.878 -13.881 -5.306
H -28.435 -15.176 -6.226
H -26.370 -13.009 -6.989
H -27.579 -13.791 -8.071
O -22.928 -7.517 -1.606
C -22.586 -6.884 -2.571
O -21.958 -7.477 -3.574
C -22.054 -6.666 -4.768
C -22.255 -5.199 -4.341
C -22.824 -5.382 -2.936
H -22.880 -7.102 -5.324
H -21.135 -6.915 -5.246
H -22.962 -4.738 -4.994
H -21.398 -4.550 -4.265
H -23.890 -5.265 -2.945
H -22.474 -4.626 -2.168
O -27.370 -7.799 2.524
C -28.483 -8.263 2.770
O -29.078 -9.150 1.955
C -30.210 -9.755 2.540
C -30.777 -8.640 3.431
C -29.501 -7.938 3.950
H -29.959 -10.619 3.125
H -30.951 -9.995 1.739
H -31.428 -9.168 4.182
H -31.469 -8.067 2.834
H -29.254 -8.241 4.966
H -29.573 -6.876 4.025
O -22.008 -14.224 1.783
C -23.052 -14.661 1.443
O -23.064 -15.865 0.742
C -24.388 -16.230 0.391
C -25.349 -15.425 1.337
C -24.474 -14.219 1.547
H -24.524 -17.298 0.584
H -24.460 -15.970 -0.646
H -25.619 -15.949 2.280
H -26.317 -15.201 0.857
H -24.594 -13.654 2.453
H -24.559 -13.502 0.674
O -26.409 -11.917 3.135
C -26.721 -11.767 4.299
O -27.732 -10.955 4.665
C -27.815 -10.997 6.122
C -26.566 -11.625 6.695
C -26.280 -12.557 5.560
H -28.765 -11.638 6.414
H -28.007 -10.018 6.481
H -26.944 -12.111 7.612
H -25.842 -10.804 6.913
H -27.132 -13.344 5.553
H -25.353 -13.071 5.324
O -23.758 -7.352 1.262
C -23.680 -8.518 0.847
O -22.640 -9.327 1.124
C -22.916 -10.567 0.473
C -24.116 -10.542 -0.400
C -24.740 -9.202 0.043
H -23.116 -11.197 1.363
H -22.024 -10.941 0.008
H -24.778 -11.333 -0.127
H -23.839 -10.616 -1.430
H -25.679 -9.172 0.599
H -24.721 -8.495 -0.816
O -32.467 -8.734 0.522
C -31.756 -8.242 -0.277
O -30.462 -8.717 -0.532
C -29.759 -7.845 -1.472
C -30.512 -6.519 -1.411
C -31.954 -6.902 -1.085
H -29.991 -8.197 -2.482
H -28.704 -7.851 -1.276
H -30.433 -5.889 -2.286
H -30.122 -5.855 -0.649
H -32.334 -7.131 -2.114
H -32.649 -6.370 -0.489
C -20.303 -12.205 2.958
C -19.554 -10.831 2.946
O -20.502 -9.949 3.574
C -21.675 -10.517 3.636
O -22.741 -10.038 3.948
O -21.677 -11.769 3.151
F -19.273 -10.372 1.655
H -20.045 -12.764 3.878
H -20.220 -12.658 1.995
H -18.659 -10.743 3.474
C -21.751 -14.665 -1.561
C -21.326 -14.877 -3.013
O -21.703 -13.693 -3.583
C -22.347 -12.871 -2.785
O -22.744 -11.796 -3.125
O -22.473 -13.417 -1.577
F -22.080 -15.817 -3.577
H -20.974 -14.644 -0.839
H -22.632 -15.310 -1.382
H -20.294 -15.092 -3.167
C -27.995 -12.421 -0.537
C -28.932 -12.736 -1.721
O -28.377 -13.885 -2.255
C -27.171 -14.125 -1.657
O -26.423 -14.956 -2.083
O -27.005 -13.399 -0.548
F -28.871 -11.779 -2.672
H -28.509 -12.378 0.450
H -27.510 -11.488 -0.664
H -29.958 -12.910 -1.492
C -24.972 -6.498 4.443
C -24.608 -7.752 5.128
O -25.789 -8.113 5.871
C -26.589 -7.054 5.958
O -27.690 -6.979 6.449
O -26.150 -6.045 5.153
F -23.578 -7.608 5.952
H -25.280 -6.721 3.410
H -24.235 -5.759 4.627
H -24.320 -8.523 4.424
C -25.834 -4.701 -0.101
C -26.527 -5.920 0.405
O -26.552 -6.785 -0.722
C -26.211 -6.104 -1.864
O -26.199 -6.571 -2.994
O -25.780 -4.894 -1.577
F -27.825 -5.620 0.687
H -24.751 -4.650 0.238
H -26.351 -3.795 0.101
H -26.011 -6.390 1.194
*
```

Computed properties:
**Gap between HOMO and LUMO**: 10.1890 eV
**LUMO**: 0.4 eV
**E_HOMO**: -9.764 eV
**DFT total energy**: -143503.4003 eV
**Largest force on an atom**: 4.2 eV/Å

***

Record 3
Molecular formula: C55H88N3O3P2PdS
Method: DFT, ωB97M-V/def2-TZVPD

Structure (ORCA input):
```
! wB97M-V def2-TZVPD RIJCOSX def2/J DEFGRID3
* xyz 1 1
Pd -0.600 -0.118 -0.248
C -4.767 -1.123 -4.143
C -3.298 -0.747 -4.317
C -2.894 0.300 -3.269
C -3.578 0.027 -1.910
C -3.892 -1.467 -1.782
C -4.980 -1.837 -2.794
P -2.663 0.776 -0.505
C -3.636 0.557 1.051
C -3.232 -0.654 1.906
C -4.114 -0.684 3.151
C -5.570 -1.020 2.787
C -5.892 -0.636 1.338
C -5.186 0.652 0.917
C -2.701 2.604 -0.754
C -1.779 3.125 -1.862
C -1.581 4.642 -1.712
C -2.848 5.351 -1.205
C -4.091 4.573 -1.609
C -4.121 3.194 -0.931
H -5.108 -1.752 -4.965
H -5.367 -0.209 -4.188
H -3.112 -0.351 -5.317
H -2.692 -1.655 -4.218
H -3.198 1.281 -3.634
H -1.805 0.332 -3.149
H -4.540 0.546 -1.900
H -4.206 -1.725 -0.771
H -2.982 -2.038 -1.965
H -5.963 -1.579 -2.390
H -4.977 -2.919 -2.937
H -3.291 1.436 1.609
H -2.178 -0.573 2.178
H -3.343 -1.586 1.349
H -4.061 0.295 3.638
H -3.727 -1.406 3.871
H -6.250 -0.507 3.469
H -5.748 -2.089 2.918
H -6.968 -0.510 1.210
H -5.603 -1.449 0.669
H -5.534 1.464 1.561
H -5.495 0.921 -0.091
H -2.288 2.971 0.195
H -2.227 2.919 -2.833
H -0.821 2.606 -1.832
H -1.277 5.058 -2.675
H -0.767 4.834 -1.018
H -2.890 6.371 -1.587
H -2.821 5.434 -0.114
H -4.102 4.454 -2.696
H -4.998 5.121 -1.351
H -4.744 2.534 -1.536
H -4.605 3.274 0.043
C 3.391 -4.922 6.336
C 2.957 -5.293 4.942
C 3.656 -6.276 4.248
C 3.283 -6.647 2.966
C 2.217 -6.020 2.346
C 1.511 -5.036 3.028
N 0.463 -4.324 2.410
C -0.458 -4.814 1.525
C -0.784 -6.182 1.515
C -1.765 -6.671 0.684
C -2.473 -5.828 -0.174
C -2.161 -4.489 -0.183
C -1.159 -3.960 0.641
C -0.848 -2.530 0.526
O -1.507 -1.848 -0.370
O -0.001 -1.934 1.224
C 1.856 -4.677 4.337
C 1.021 -3.653 5.058
H 4.299 -5.457 6.606
H 2.627 -5.170 7.075
H 3.592 -3.852 6.424
H 4.501 -6.758 4.724
H 3.835 -7.415 2.441
H 1.940 -6.274 1.331
H 0.535 -3.316 2.425
H -0.267 -6.846 2.195
H -1.997 -7.729 0.714
H -3.249 -6.220 -0.817
H -2.687 -3.812 -0.843
H -0.039 -3.875 4.931
H 1.177 -2.640 4.671
H 1.241 -3.630 6.122
O 0.609 1.473 0.269
P 2.098 1.815 0.287
C 3.066 0.495 1.073
C 4.563 0.806 1.304
C 5.160 -0.121 2.372
C 4.569 -1.521 2.257
C 3.053 -1.501 2.537
C 2.447 -0.106 2.341
C 2.319 3.356 1.206
C 1.380 4.468 0.740
C 1.816 5.812 1.342
C 2.417 5.638 2.744
C 1.775 4.447 3.446
C 2.118 3.134 2.722
C 2.803 1.970 -1.388
C 1.779 2.430 -2.443
C 2.507 2.854 -3.714
C 3.338 4.123 -3.472
C 3.843 4.201 -2.024
C 4.107 2.806 -1.464
H 2.992 -0.286 0.306
H 4.716 1.848 1.601
H 5.108 0.663 0.368
H 4.956 0.277 3.370
H 6.246 -0.142 2.266
H 5.069 -2.203 2.946
H 4.762 -1.907 1.251
H 2.860 -1.847 3.554
H 2.544 -2.197 1.867
H 2.668 0.530 3.201
H 1.365 -0.181 2.259
H 3.353 3.667 1.020
H 0.373 4.203 1.067
H 1.342 4.546 -0.345
H 0.951 6.478 1.386
H 2.543 6.290 0.681
H 2.286 6.550 3.326
H 3.497 5.472 2.675
H 0.691 4.589 3.471
H 2.100 4.383 4.485
H 1.317 2.407 2.883
H 3.028 2.704 3.146
H 3.039 0.926 -1.619
H 1.180 3.270 -2.083
H 1.079 1.613 -2.638
H 1.795 3.020 -4.526
H 3.160 2.033 -4.030
H 2.740 5.008 -3.699
H 4.187 4.139 -4.160
H 3.107 4.709 -1.395
H 4.751 4.804 -1.974
H 4.603 2.870 -0.498
H 4.813 2.290 -2.122
S 1.481 -1.545 -1.638
C 1.383 -1.355 -3.320
N 0.198 -1.318 -3.942
C 0.028 -1.346 -5.390
C 1.206 -0.644 -6.042
C 2.503 -1.244 -5.526
N 2.491 -1.239 -4.066
H -0.596 -1.481 -3.344
H -0.907 -0.844 -5.631
H -0.045 -2.380 -5.740
H 1.174 0.421 -5.805
H 1.154 -0.752 -7.124
H 3.360 -0.659 -5.859
H 2.628 -2.265 -5.898
H 3.354 -1.371 -3.565
*
```

Computed properties:
**Gap between HOMO and LUMO (spin up / spin down)**: 6.6261 / 6.6255 eV
**LUMO (spin up / spin down)**: -2.6 / -2.6 eV
**E_HOMO (spin up / spin down)**: -9.185 / -9.185 eV
**Relative energy (zero: lowest compared OMol25 entry of this formula, charge and spin)**: 0.655 eV
**DFT total energy**: -101970.1353 eV
**Largest force on an atom**: 0.5 eV/Å